1.
The following is a DFT calculation (ωB97M-V/def2-TZVPD) of C27H33CaClN6O2SSi2 as an isolated structure.

Geometry (Å):
Ca -0.5311 -1.2038 0.8116
C -1.2940 1.1147 3.6464
Si -0.1669 1.6215 2.1674
C 1.1867 2.6392 3.0779
C -1.2062 2.9628 1.2721
C -1.9661 3.9389 1.9263
C -2.7454 4.8433 1.2200
C -2.7738 4.7899 -0.1716
C -2.0131 3.8385 -0.8346
C -1.2249 2.9208 -0.1282
Si -0.1316 1.6283 -0.9994
C -1.0461 1.0472 -2.5580
C 1.4188 2.5500 -1.5687
H -1.6938 1.9848 4.1824
H -0.7015 0.5318 4.3595
H -2.1341 0.4777 3.3559
H 0.7432 3.4423 3.6781
H 1.8854 3.0930 2.3704
H 1.7627 1.9974 3.7519
H -1.9606 3.9833 3.0121
H -3.3376 5.5840 1.7475
H -3.3876 5.4879 -0.7314
H -2.0392 3.8031 -1.9203
H -1.0169 1.8314 -3.3256
H -2.0879 0.8053 -2.3434
H -0.5671 0.1556 -2.9658
H 1.1137 3.4145 -2.1711
H 2.0651 1.8971 -2.1567
H 1.9959 2.9187 -0.7178
N 2.1749 -1.3931 1.7361
N 2.3467 -2.1768 2.8947
C 1.1547 -2.6581 3.4585
N 1.2784 -3.2695 4.6896
N 0.0864 -2.4777 2.7788
N -1.1369 -2.9674 3.0696
O -2.0153 -2.4521 2.2538
O -1.4163 -3.5548 4.1751
H 2.8603 -1.5997 1.0161
H 2.1498 -0.3970 1.9312
H 2.9426 -1.7551 3.5961
H 2.0699 -3.8943 4.7457
H 0.3788 -3.6930 4.9277
S -2.8465 -3.6674 -2.7890
C -1.2329 -4.1873 -3.0159
C -0.3799 -3.5717 -2.1490
C -0.9755 -2.6286 -1.2431
C -2.3214 -2.5935 -1.4940
C -3.3115 -1.7415 -0.8400
C -4.6921 -1.9611 -0.9669
C -5.5787 -1.0844 -0.3786
C -5.0940 -0.0033 0.3484
C -3.7223 0.1221 0.4673
N -2.8570 -0.7110 -0.1055
H -0.9882 -4.9111 -3.7793
H 0.6838 -3.7848 -2.1646
H -5.0512 -2.8207 -1.5162
H -6.6462 -1.2457 -0.4771
H -5.7505 0.7113 0.8251
H -3.2862 0.9349 1.0406
Cl 7.0485 -0.6501 -5.5099
C 5.8123 -0.6384 -4.2524
C 5.9066 0.2422 -3.1793
C 4.9439 0.2564 -2.1953
C 3.8025 -0.6238 -2.2035
C 2.8430 -0.6231 -1.2102
C 3.7501 -1.4937 -3.3525
C 4.7177 -1.4993 -4.3288
H 6.7461 0.9268 -3.1180
H 5.0503 0.9578 -1.3735
H 1.9705 -1.2639 -1.2839
H 2.9041 0.0942 -0.3996
H 2.9091 -2.1730 -3.4460
H 4.6259 -2.1789 -5.1692

Results
Gap between HOMO and LUMO (alpha / beta) ... 0.165 / 0.163 Eh
LUMO energy (alpha / beta) ... 4.2 / 4.2 eV
HOMO energy (alpha / beta) ... -0.335 / -0.280 eV
Net charge ... -2
Total energy ... -99119.0445 eV
Energy above the lowest of the compared OMol25 structures with the same formula, charge and spin ... 0.0 kJ/mol
M ... 637.37 u

These are the Mulliken partial charges, in e, on atoms 1 to 8: number 1, Ca, carries 1.651; number 2, C, carries -1.442; number 3, Si, carries 0.760; number 4, C, carries -1.474; number 5, C, carries 0.169; number 6, C, carries -0.370; number 7, C, carries -0.690; number 8, C, carries -0.592

2.
The following is a DFT calculation (ωB97M-V/def2-TZVPD) of C27H33CeN2 as an isolated structure at a distorted geometry.

Geometry (Å):
C 1.3277 -2.5462 0.2542
C 2.1639 -1.6215 -0.4538
C 1.5302 -1.3286 -1.7038
C 0.2595 -2.0001 -1.7352
C 0.1330 -2.7466 -0.5129
Ce 0.0521 -0.2084 0.1539
C -2.6915 1.2572 -0.5806
C -2.4406 0.7248 0.6855
H -2.3600 1.4357 1.5225
C -2.2589 -0.6687 0.9416
H -2.6768 -1.4266 0.2660
H -2.0537 -1.0016 1.9682
C -2.8185 2.7259 -0.7784
H -2.3513 3.2952 0.0303
H -2.3551 3.0408 -1.7191
H -3.8773 3.0216 -0.8295
C -3.1055 0.3992 -1.7299
H -2.8202 -0.6594 -1.6288
H -4.2054 0.4121 -1.8592
H -2.6807 0.7657 -2.6785
C 3.4802 -1.0927 0.0066
H 3.4947 -0.9198 1.0922
H 4.2945 -1.7967 -0.2209
H 3.7272 -0.1389 -0.4788
C 2.1672 -0.5582 -2.8066
H 2.3624 0.4831 -2.5200
H 3.1328 -1.0099 -3.0786
H 1.5374 -0.5378 -3.7015
C -0.6589 -2.0878 -2.9055
H -0.7403 -1.1317 -3.4357
H -0.2946 -2.8313 -3.6338
H -1.6683 -2.3960 -2.6085
C -0.9712 -3.6878 -0.1662
H -1.8949 -3.4559 -0.7117
H -0.6948 -4.7240 -0.4213
H -1.2062 -3.6666 0.9072
C 1.7375 -3.3475 1.4413
H 0.8678 -3.7016 2.0054
H 2.3141 -4.2410 1.1479
H 2.3713 -2.7639 2.1184
C 0.2575 1.7044 -1.4120
C 0.9180 2.7783 -0.8527
C -0.1110 1.6856 -2.7500
C 1.3387 3.8371 -1.6948
H 1.1468 2.7592 0.2220
C 0.2684 2.7585 -3.5802
H -0.6737 0.8483 -3.1728
C 1.0117 3.8196 -3.0495
H 1.9372 4.6604 -1.2939
H -0.0136 2.7463 -4.6348
H 1.3328 4.6278 -3.7119
N -0.0211 1.0901 7.9540
C 0.0675 0.9716 6.7926
C 0.1758 0.8139 5.3632
C 0.3736 -0.4516 4.8055
C 0.4394 -0.5848 3.4224
N 0.2930 0.4785 2.5851
C 0.1057 1.7139 3.1277
C 0.0574 1.9120 4.5049
H 0.4668 -1.3317 5.4417
H 0.6141 -1.5660 2.9601
H -0.0222 2.5485 2.4291
H -0.0918 2.9158 4.9020

Results
Gap between HOMO and LUMO ... 0.231 Eh
LUMO energy ... -4.2 eV
HOMO energy ... -10.469 eV
Net charge ... +1
Total energy ... -44435.2974 eV
M ... 525.69 u

These are the Mulliken partial charges, in e, on atoms 1 to 8: number 1, C, carries 0.496; number 2, C, carries 0.405; number 3, C, carries 0.859; number 4, C, carries 0.680; number 5, C, carries 0.589; number 6, Ce, carries -0.033; number 7, C, carries 0.816; number 8, C, carries -0.451

3.
The following is a DFT calculation (ωB97M-V/def2-TZVPD) of C27H33Cl4EuN4O4S2Si as an isolated structure at a distorted geometry.

Geometry (Å):
Eu 9.2277 15.3304 10.3620
S 12.1391 16.2518 11.6443
C 11.3475 15.9560 13.1693
N 10.4012 16.9260 13.3386
C 9.6514 16.6963 14.5881
C 8.6185 17.5011 15.1708
C 8.1493 17.1129 16.4160
C 8.6031 15.9671 17.0462
C 9.6355 15.1718 16.5382
C 10.2109 15.5773 15.3214
S 11.7320 15.0570 14.6369
H 8.2215 18.3881 14.6113
H 7.3916 17.7084 16.9566
H 8.0978 15.6778 17.9686
H 9.9829 14.3070 17.1122
C 8.5613 19.5007 7.8422
C 8.1730 18.0982 8.3213
C 6.7150 17.8727 7.9221
O 8.1356 17.8775 9.7145
C 9.1265 17.0403 7.7407
O 9.5581 17.2579 6.6171
O 9.2172 15.8350 8.2725
H 8.0738 20.3025 8.3961
H 8.1957 19.5497 6.8089
H 9.6534 19.6782 7.8706
H 6.0342 18.5519 8.4355
H 6.4223 16.8346 8.2219
H 6.6191 17.9943 6.8322
H 8.6188 18.5545 10.2118
C 10.2355 7.2917 10.4046
C 10.9890 8.3699 11.1350
C 11.8048 7.7695 12.3075
C 10.0604 9.4388 11.7681
C 12.0844 9.0444 10.1232
O 12.7475 7.9150 9.4621
C 13.1773 9.9065 10.8423
C 14.0941 10.7445 9.9312
C 15.1911 9.9901 9.1948
C 15.3865 10.0857 7.8258
C 16.4964 9.4717 7.1953
C 17.3659 8.7065 7.9494
Cl 18.6274 7.9542 7.1163
C 17.2399 8.6108 9.3413
C 16.2046 9.3072 9.9428
C 11.3944 9.7927 8.9806
N 10.5503 10.9632 9.2279
C 10.6469 12.1482 9.8507
N 9.5413 12.8941 9.6162
C 8.7408 12.0298 8.8768
N 9.2689 10.8532 8.6479
H 9.7288 6.7004 11.2072
H 10.8351 6.5342 9.8938
H 9.4561 7.7177 9.7900
H 11.1944 7.2652 13.0379
H 12.3803 8.4853 12.9033
H 12.5322 7.0264 11.9121
H 9.6565 9.0177 12.7018
H 9.2320 9.7647 11.1217
H 10.6384 10.3254 12.0951
H 13.6095 8.1182 9.0543
H 13.8973 9.2687 11.4288
H 12.7175 10.5952 11.5979
H 14.6322 11.5492 10.5039
H 13.5248 11.2543 9.1516
H 14.6779 10.6154 7.2121
H 16.5808 9.5712 6.1170
H 17.8747 7.8606 9.7875
H 16.1726 9.4606 11.0479
H 10.7660 9.0768 8.4303
H 12.1632 10.0595 8.2626
H 11.4981 12.4339 10.4386
H 7.7768 12.3617 8.5239
Cl 7.0030 14.8146 11.3432
Si 10.8859 18.1279 12.1089
Cl 12.1933 19.6713 11.8767
Cl 9.0298 19.2791 12.2313

Results
Gap between HOMO and LUMO (alpha / beta) ... 0.175 / 0.138 Eh
LUMO energy (alpha / beta) ... 1.8 / 1.8 eV
Expectation value of S² ... 15.77
HOMO energy (alpha / beta) ... -2.975 / -1.990 eV
Net charge ... -1
2S+1 ... 8
Total energy ... -141655.5837 eV
M ... 863.58 u

These are the Mulliken partial charges, in e, on atoms 1 to 8: number 1, Eu, carries 1.124; number 2, S, carries -0.435; number 3, C, carries 0.154; number 4, N, carries 0.465; number 5, C, carries -0.098; number 6, C, carries -0.515; number 7, C, carries -0.539; number 8, C, carries -0.329

4.
The following is a DFT calculation (ωB97M-V/def2-TZVPD) of a 2-piece molecular cluster, C27H33Cl4F3N3O6S3 overall at a distorted geometry.

Geometry (Å):
C 3.7023 -4.0679 -0.0579
C 4.8763 -3.1470 0.5257
O 5.4333 -2.2660 -0.4628
C 4.5337 -2.4559 1.8933
O 3.7586 -1.2400 1.8366
N 2.6296 -1.3375 1.1017
C 1.5277 -2.1122 1.4703
C 1.5062 -2.8969 2.8169
O 0.3242 -2.6761 3.6190
C 0.0963 -1.3425 3.8773
F 1.2230 -0.5928 4.0397
F -0.7223 -0.7271 2.9685
F -0.5785 -1.2933 5.0755
C 0.3523 -2.2036 0.5910
S -1.1054 -3.2217 0.9404
C 0.3182 -1.4520 -0.6912
C -0.9058 -1.6039 -1.5955
C -2.2675 -1.1874 -1.2318
C -3.4379 -1.3149 -2.0841
N -3.3475 -1.8902 -3.3133
C -2.1123 -2.3182 -3.6603
C -0.8496 -2.2284 -2.9461
C 1.4772 -0.6068 -1.0055
C 1.4142 0.2248 -2.3329
C 0.2028 1.2338 -2.4069
C 0.0548 2.1833 -1.1506
S -0.9456 1.4957 0.2289
C -2.5498 2.3768 0.2988
S -2.5970 4.0125 0.0672
N -3.6864 1.5492 0.5811
C -3.6633 1.0672 1.9880
C -4.8182 -0.0038 2.1108
O -6.0807 0.6460 1.8826
C -6.1066 1.1538 0.5321
C -4.9759 2.2665 0.3876
C 2.6163 -0.5923 -0.0697
C 3.8244 0.3369 -0.4633
C 3.4292 1.8189 -0.0523
C 4.4225 2.4673 0.9546
O 4.3637 2.2636 2.1383
O 5.4018 3.3592 0.5051
H 3.0026 -4.3397 0.7836
H 3.1711 -3.5985 -0.9241
H 4.1571 -5.0496 -0.3724
H 5.7017 -3.8857 0.7593
H 4.8802 -2.4043 -1.2547
H 4.1173 -3.2556 2.5673
H 5.5185 -2.1714 2.3625
H 1.5456 -3.9936 2.5667
H 2.3790 -2.6603 3.4877
H -0.7244 -4.0999 1.9351
H -2.4151 -0.7347 -0.2194
H -4.4129 -0.9426 -1.7068
H -2.0502 -2.8240 -4.6610
H 0.1176 -2.6042 -3.3644
H 2.3439 0.8106 -2.5462
H 1.3433 -0.5349 -3.1658
H -0.7864 0.7649 -2.6256
H 0.4168 1.9193 -3.2798
H -0.5031 3.0965 -1.5165
H 1.0301 2.5643 -0.7643
H -2.6796 0.5952 2.2639
H -3.8181 1.9399 2.6792
H -4.7735 -0.4875 3.1167
H -4.6685 -0.7368 1.2622
H -5.8745 0.3329 -0.1963
H -7.0760 1.6753 0.3145
H -5.0730 3.0195 1.2204
H -4.9785 2.7244 -0.6303
H 4.7437 0.0636 0.1144
H 4.0884 0.2334 -1.5463
H 2.4272 1.7966 0.4606
H 3.2960 2.4599 -0.9682
H 6.2916 2.9896 0.6634
C -3.4956 6.7334 -3.1445
Cl -2.8048 5.2548 -3.8428
Cl -5.1864 6.4420 -2.7013
Cl -2.5763 7.1877 -1.6994
Cl -3.4131 8.0425 -4.3341

Results
Gap between HOMO and LUMO ... 0.234 Eh
LUMO energy ... -4.4 eV
HOMO energy ... -10.755 eV
Net charge ... +1
Total energy ... -136025.2045 eV
M ... 790.58 u

These are the Mulliken partial charges, in e, on atoms 1 to 8: number 1, C, carries -0.652; number 2, C, carries -0.051; number 3, O, carries -0.567; number 4, C, carries -0.630; number 5, O, carries -0.360; number 6, N, carries 1.682; number 7, C, carries 0.670; number 8, C, carries -1.884